(1)
{
  "formula": "C20H60N15O11",
  "method": "ωB97M-V/def2-TZVPD",
  "symbols": ["C", "C", "O", "O", "H", "H", "H", "C", "C", "C", "O", "C", "N", "H", "H", "H", "H", "H", "H", "H", "H", "H", "H", "H", "C", "C", "C", "O", "C", "N", "H", "H", "H", "H", "H", "H", "H", "H", "H", "H", "H", "C", "C", "C", "O", "C", "N", "H", "H", "H", "H", "H", "H", "H", "H", "H", "H", "H", "C", "O", "N", "N", "H", "H", "H", "H", "C", "O", "N", "N", "H", "H", "H", "H", "C", "O", "N", "N", "H", "H", "H", "H", "C", "O", "N", "N", "H", "H", "H", "H", "C", "O", "N", "N", "H", "H", "H", "H", "C", "O", "N", "N", "H", "H", "H", "H"],
  "positions_angstrom": [[-0.247, -1.407, 0.333], [-1.123, -0.204, -0.122], [-1.098, 0.922, 0.465], [-1.925, -0.318, -1.055], [-0.093, -2.159, -0.441], [-0.729, -1.964, 1.135], [0.647, -0.947, 0.755], [-2.842, 0.381, -6.117], [-2.545, -0.616, -4.992], [-1.055, -0.428, -4.559], [-0.720, -1.620, -3.857], [0.669, -1.756, -3.480], [-3.361, -0.360, -3.813], [-2.208, 1.237, -5.884], [-3.865, 0.706, -6.306], [-2.406, -0.167, -6.953], [-2.830, -1.628, -5.280], [-0.872, 0.471, -3.972], [-0.385, -0.334, -5.414], [1.342, -1.593, -4.322], [0.685, -2.806, -3.186], [0.940, -1.105, -2.649], [-3.387, 0.643, -3.696], [-2.914, -0.822, -3.035], [4.267, -1.863, 1.469], [3.858, -1.225, 2.900], [4.244, 0.362, 2.894], [4.008, 0.878, 4.224], [4.186, 2.300, 4.180], [2.430, -1.420, 3.049], [3.677, -1.386, 0.686], [3.961, -2.906, 1.392], [5.336, -1.831, 1.261], [4.340, -1.786, 3.701], [3.671, 0.856, 2.109], [5.296, 0.473, 2.631], [3.491, 2.692, 4.922], [3.931, 2.795, 3.243], [5.263, 2.449, 4.256], [2.196, -0.776, 3.791], [2.067, -0.957, 2.227], [2.258, 1.736, -3.196], [1.679, 1.863, -1.773], [2.306, 2.999, -0.917], [3.694, 2.593, -0.634], [4.517, 3.547, -0.089], [0.238, 2.002, -1.890], [3.244, 1.297, -3.043], [2.433, 2.767, -3.503], [1.712, 1.092, -3.885], [1.880, 1.005, -1.131], [1.805, 3.107, 0.046], [2.194, 3.923, -1.483], [5.465, 3.032, 0.065], [4.069, 4.003, 0.794], [4.722, 4.258, -0.888], [-0.091, 1.048, -1.940], [0.004, 2.095, -0.912], [-1.010, 4.566, 0.869], [-0.562, 5.650, 0.702], [-1.052, 3.892, 1.977], [-1.454, 3.714, -0.061], [-1.405, 2.949, 1.901], [-0.512, 4.230, 2.761], [-1.504, 2.710, 0.035], [-1.358, 4.168, -0.958], [-4.837, 1.876, -0.039], [-5.739, 2.718, -0.045], [-4.600, 1.041, -1.000], [-4.054, 1.695, 0.976], [-4.933, 1.457, -1.857], [-3.712, 0.571, -0.895], [-4.061, 2.422, 1.677], [-3.161, 1.252, 0.811], [-2.741, -4.180, -1.330], [-2.617, -4.216, -0.136], [-2.395, -3.230, -2.158], [-2.631, -5.322, -1.981], [-2.053, -2.426, -1.652], [-2.189, -3.451, -3.122], [-2.253, -5.254, -2.915], [-2.702, -6.242, -1.571], [0.612, 1.265, 3.956], [0.927, 1.188, 5.121], [0.031, 0.434, 3.202], [0.849, 2.368, 3.315], [-0.247, -0.487, 3.510], [-0.117, 0.804, 2.274], [1.161, 3.121, 3.912], [0.640, 2.483, 2.334], [1.069, -4.795, 1.915], [0.863, -6.034, 1.907], [1.380, -4.190, 0.726], [1.073, -4.033, 2.959], [1.400, -3.181, 0.683], [1.360, -4.721, -0.133], [1.482, -3.110, 2.922], [1.020, -4.565, 3.815], [-3.908, -1.353, 2.455], [-4.922, -0.874, 3.019], [-2.689, -1.341, 2.935], [-3.986, -1.836, 1.259], [-2.522, -1.109, 3.903], [-1.975, -1.840, 2.423], [-4.854, -2.036, 0.784], [-3.146, -1.899, 0.702]],
  "homo_ha": -0.24316,
  "relative_energy_ev": 0.000,
  "spin_multiplicity": 1,
  "total_charge": -1,
  "max_force_ev_per_a": 5.641,
  "e_tot_ev": -66590.999,
  "lumo_energy_ev": 2.02
}

***

(2)
{
  "formula": "C20H60N9O4P3S",
  "method": "ωB97M-V/def2-TZVPD",
  "symbols": ["O", "P", "N", "C", "C", "N", "C", "C", "N", "C", "C", "H", "H", "H", "H", "H", "H", "H", "H", "H", "H", "H", "H", "H", "H", "H", "H", "H", "H", "O", "P", "N", "C", "C", "N", "C", "C", "N", "C", "C", "H", "H", "H", "H", "H", "H", "H", "H", "H", "H", "H", "H", "H", "H", "H", "H", "H", "H", "O", "P", "N", "C", "C", "N", "C", "C", "N", "C", "C", "H", "H", "H", "H", "H", "H", "H", "H", "H", "H", "H", "H", "H", "H", "H", "H", "H", "H", "C", "S", "O", "C", "H", "H", "H", "H", "H", "H"],
  "positions_angstrom": [[6.767, 13.939, 23.533], [5.508, 13.266, 23.433], [5.176, 12.410, 24.927], [5.894, 11.123, 25.047], [4.897, 13.088, 26.214], [5.236, 12.103, 22.208], [6.227, 12.067, 21.146], [3.873, 11.721, 21.802], [4.175, 14.323, 23.122], [4.394, 15.209, 21.968], [2.806, 14.233, 23.521], [5.278, 10.234, 25.187], [6.644, 11.092, 25.838], [6.317, 10.943, 24.059], [4.702, 12.325, 26.968], [4.124, 13.837, 26.043], [5.722, 13.767, 26.427], [6.128, 11.213, 20.476], [6.342, 13.074, 20.745], [7.189, 11.789, 21.574], [3.384, 11.092, 22.546], [3.218, 12.523, 21.461], [3.979, 11.092, 20.918], [5.444, 15.337, 21.708], [3.710, 15.164, 21.120], [4.229, 16.208, 22.374], [2.293, 13.686, 22.730], [2.394, 15.198, 23.814], [2.727, 13.573, 24.385], [-0.085, 7.559, 26.524], [1.169, 7.694, 25.710], [0.911, 8.275, 24.104], [-0.384, 8.974, 23.974], [1.971, 8.641, 23.224], [1.961, 6.188, 25.474], [3.374, 6.086, 25.010], [1.044, 5.129, 25.148], [2.365, 8.767, 26.504], [2.592, 8.287, 27.879], [2.167, 10.248, 26.412], [-1.087, 8.343, 23.430], [-0.331, 9.903, 23.407], [-0.946, 9.091, 24.901], [1.640, 8.854, 22.207], [2.695, 7.829, 23.157], [2.505, 9.529, 23.564], [3.910, 5.407, 25.672], [3.419, 5.907, 23.935], [3.766, 7.098, 25.109], [0.447, 5.505, 24.317], [1.496, 4.196, 24.813], [0.496, 4.772, 26.021], [3.432, 7.597, 27.954], [2.821, 9.068, 28.604], [1.702, 7.916, 28.388], [2.729, 10.455, 25.501], [2.630, 10.755, 27.258], [1.163, 10.643, 26.259], [7.240, 5.654, 23.544], [7.372, 6.378, 22.260], [6.995, 8.002, 22.397], [5.631, 8.313, 22.676], [7.574, 9.163, 21.644], [6.569, 5.693, 20.894], [5.962, 4.298, 20.967], [6.313, 6.412, 19.548], [9.027, 6.520, 21.788], [10.065, 6.285, 22.862], [9.506, 6.678, 20.432], [5.034, 7.886, 21.871], [5.305, 9.347, 22.787], [5.218, 7.744, 23.509], [7.058, 9.327, 20.698], [8.632, 8.986, 21.451], [7.736, 10.032, 22.280], [5.463, 4.122, 21.920], [5.272, 4.026, 20.167], [6.705, 3.508, 20.863], [6.914, 6.181, 18.669], [5.299, 6.396, 19.148], [6.546, 7.466, 19.699], [10.502, 5.299, 22.705], [10.766, 7.117, 22.792], [9.527, 6.259, 23.810], [9.343, 5.883, 19.703], [10.556, 6.970, 20.428], [8.929, 7.366, 19.814], [2.729, 6.536, 20.284], [2.711, 8.340, 19.781], [4.025, 9.036, 19.552], [1.809, 8.268, 18.161], [1.880, 6.527, 20.967], [3.654, 6.295, 20.809], [2.499, 5.896, 19.432], [2.506, 7.911, 17.403], [1.184, 9.081, 17.793], [1.127, 7.420, 18.229]],
  "homo_ha": -0.29925,
  "relative_energy_ev": 0.097,
  "spin_multiplicity": 1,
  "total_charge": 0,
  "max_force_ev_per_a": 5.727,
  "e_tot_ev": -82014.893,
  "lumo_energy_ev": 0.09
}

***

(3)
{
  "formula": "C20H60O20",
  "method": "ωB97M-V/def2-TZVPD",
  "symbols": ["C", "C", "O", "O", "H", "H", "H", "H", "H", "H", "C", "C", "O", "O", "H", "H", "H", "H", "H", "H", "C", "C", "O", "O", "H", "H", "H", "H", "H", "H", "C", "C", "O", "O", "H", "H", "H", "H", "H", "H", "C", "C", "O", "O", "H", "H", "H", "H", "H", "H", "C", "C", "O", "O", "H", "H", "H", "H", "H", "H", "C", "C", "O", "O", "H", "H", "H", "H", "H", "H", "C", "C", "O", "O", "H", "H", "H", "H", "H", "H", "C", "C", "O", "O", "H", "H", "H", "H", "H", "H", "C", "C", "O", "O", "H", "H", "H", "H", "H", "H"],
  "positions_angstrom": [[-4.953, -4.786, 2.327], [-5.972, -5.918, 2.755], [-7.255, -5.411, 3.166], [-4.591, -3.816, 3.313], [-5.348, -4.308, 1.430], [-4.038, -5.172, 1.877], [-5.629, -6.381, 3.680], [-6.153, -6.607, 1.930], [-7.441, -4.899, 2.375], [-5.413, -3.477, 3.674], [8.026, -2.335, 6.662], [6.701, -2.258, 5.800], [5.851, -1.761, 6.743], [8.261, -1.142, 7.487], [8.919, -2.340, 6.037], [7.946, -3.119, 7.414], [6.477, -3.206, 5.309], [6.756, -1.464, 5.055], [4.957, -1.907, 6.424], [9.191, -1.291, 7.673], [1.246, -0.122, 1.877], [0.104, 0.017, 0.880], [0.551, 0.642, -0.341], [0.742, -1.041, 2.903], [1.442, 0.777, 2.461], [2.155, -0.385, 1.336], [-0.713, 0.568, 1.346], [-0.208, -1.003, 0.660], [1.197, 0.159, -0.862], [-0.215, -0.963, 2.922], [-6.386, 0.031, 9.937], [-5.348, -1.155, 9.864], [-4.154, -0.653, 9.230], [-5.746, 1.118, 10.507], [-7.161, -0.268, 10.642], [-6.848, 0.284, 8.982], [-5.945, -1.809, 9.229], [-5.273, -1.695, 10.808], [-3.710, -1.378, 8.785], [-6.481, 1.676, 10.772], [8.814, -3.294, -1.645], [9.178, -4.250, -2.842], [10.623, -4.097, -3.174], [9.022, -2.010, -2.150], [9.508, -3.508, -0.832], [7.792, -3.326, -1.267], [8.612, -3.987, -3.736], [8.920, -5.294, -2.661], [10.751, -3.263, -3.633], [9.509, -1.500, -1.497], [-8.914, 2.037, 2.492], [-9.792, 2.368, 1.334], [-9.764, 3.779, 1.137], [-7.528, 2.089, 2.184], [-9.189, 1.118, 3.011], [-8.960, 2.765, 3.302], [-10.814, 2.173, 1.658], [-9.632, 1.800, 0.418], [-8.888, 3.988, 0.805], [-6.996, 2.626, 2.776], [-3.618, 2.595, -6.012], [-3.382, 1.225, -6.797], [-4.423, 1.139, -7.797], [-4.002, 3.643, -6.881], [-2.724, 2.948, -5.497], [-4.390, 2.598, -5.242], [-3.438, 0.428, -6.056], [-2.495, 1.220, -7.432], [-4.289, 1.912, -8.351], [-4.753, 4.118, -6.518], [-2.187, 7.105, 0.027], [-2.105, 8.653, 0.065], [-0.952, 9.236, 0.764], [-0.821, 6.724, -0.232], [-2.789, 6.700, -0.787], [-2.543, 6.602, 0.925], [-3.001, 9.159, 0.425], [-1.995, 9.083, -0.930], [-1.098, 10.181, 0.848], [-0.885, 5.814, -0.530], [6.346, 2.323, -9.981], [5.287, 2.236, -8.815], [5.703, 2.644, -7.601], [6.437, 3.707, -10.420], [6.172, 1.584, -10.764], [7.354, 2.065, -9.658], [4.971, 1.196, -8.741], [4.403, 2.832, -9.042], [4.996, 2.672, -6.951], [6.341, 3.734, -11.374], [2.978, -3.302, -4.394], [2.517, -4.617, -3.820], [3.553, -5.482, -3.556], [3.735, -2.334, -3.696], [2.108, -2.744, -4.741], [3.490, -3.625, -5.300], [1.741, -5.004, -4.481], [2.060, -4.208, -2.919], [3.213, -5.875, -2.748], [4.694, -2.305, -3.740]],
  "homo_ha": -0.36541,
  "relative_energy_ev": 7.396,
  "spin_multiplicity": 1,
  "total_charge": 0,
  "max_force_ev_per_a": 3.466,
  "e_tot_ev": -62651.951,
  "lumo_energy_ev": 0.06,
  "smiles": "OCCO.OCCO.OCCO.OCCO.OCCO.OCCO.OCCO.OCCO.OCCO.OCCO"
}

***

(4)
{
  "formula": "C20H60O20",
  "method": "ωB97M-V/def2-TZVPD",
  "symbols": ["C", "C", "O", "O", "H", "H", "H", "H", "H", "H", "C", "C", "O", "O", "H", "H", "H", "H", "H", "H", "C", "C", "O", "O", "H", "H", "H", "H", "H", "H", "C", "C", "O", "O", "H", "H", "H", "H", "H", "H", "C", "C", "O", "O", "H", "H", "H", "H", "H", "H", "C", "C", "O", "O", "H", "H", "H", "H", "H", "H", "C", "C", "O", "O", "H", "H", "H", "H", "H", "H", "C", "C", "O", "O", "H", "H", "H", "H", "H", "H", "C", "C", "O", "O", "H", "H", "H", "H", "H", "H", "C", "C", "O", "O", "H", "H", "H", "H", "H", "H"],
  "positions_angstrom": [[-2.257, 1.371, -3.704], [-1.804, 1.613, -5.118], [-2.736, 1.204, -6.113], [-3.554, 1.950, -3.434], [-1.529, 1.652, -2.971], [-2.424, 0.301, -3.628], [-0.812, 1.200, -5.321], [-1.564, 2.661, -5.329], [-3.219, 0.406, -5.865], [-3.674, 2.830, -3.783], [1.270, 2.688, -2.911], [2.405, 3.430, -2.235], [2.849, 2.717, -1.132], [0.810, 3.262, -4.199], [0.402, 2.849, -2.255], [1.499, 1.631, -3.008], [2.127, 4.444, -1.935], [3.200, 3.484, -2.972], [2.214, 2.881, -0.394], [1.565, 3.269, -4.788], [0.817, 0.952, 5.454], [0.031, 1.469, 4.293], [-0.830, 2.562, 4.721], [-0.072, 0.526, 6.428], [1.350, 1.780, 5.920], [1.478, 0.103, 5.256], [-0.586, 0.683, 3.827], [0.602, 1.850, 3.450], [-1.634, 2.206, 5.101], [-0.384, -0.377, 6.268], [2.570, -3.211, 3.961], [2.505, -2.696, 2.506], [1.128, -2.514, 2.170], [1.868, -2.305, 4.840], [3.586, -3.314, 4.330], [2.105, -4.207, 4.011], [2.990, -3.410, 1.838], [3.019, -1.732, 2.496], [1.084, -1.837, 1.419], [1.036, -2.102, 4.419], [-5.843, -0.476, -1.036], [-5.358, 0.664, -0.208], [-4.037, 0.481, 0.292], [-6.284, -1.582, -0.255], [-5.066, -0.817, -1.732], [-6.735, -0.146, -1.577], [-6.005, 0.817, 0.654], [-5.389, 1.575, -0.798], [-4.045, -0.340, 0.821], [-5.631, -1.677, 0.444], [-1.825, -3.675, 1.317], [-3.348, -3.496, 1.196], [-3.664, -2.112, 1.667], [-1.437, -3.239, 2.631], [-1.294, -3.048, 0.593], [-1.665, -4.739, 1.212], [-3.762, -4.159, 1.946], [-3.610, -3.614, 0.131], [-3.081, -2.012, 2.443], [-0.462, -3.048, 2.550], [4.180, -0.649, -2.080], [4.650, -0.059, -3.391], [5.357, 1.165, -3.237], [2.968, -0.065, -1.571], [5.029, -0.539, -1.410], [4.007, -1.730, -2.199], [3.788, 0.051, -4.063], [5.327, -0.780, -3.855], [5.507, 1.599, -4.090], [3.079, 0.845, -1.219], [-0.066, 4.989, 2.326], [0.365, 4.772, 0.863], [0.636, 3.388, 0.554], [-1.443, 4.623, 2.483], [0.032, 6.058, 2.553], [0.532, 4.367, 2.963], [1.298, 5.290, 0.756], [-0.363, 5.159, 0.149], [-0.239, 2.918, 0.627], [-1.493, 3.869, 3.067], [0.099, 0.035, -0.487], [-0.782, 0.349, 0.698], [-1.342, 1.632, 0.639], [0.978, -1.040, -0.159], [0.721, 0.882, -0.675], [-0.491, -0.275, -1.349], [-0.158, 0.336, 1.589], [-1.602, -0.357, 0.784], [-2.265, 1.573, 0.388], [1.759, -0.952, -0.722], [1.195, -4.531, -1.494], [2.491, -4.347, -0.738], [3.540, -4.441, -1.755], [1.043, -3.520, -2.469], [0.385, -4.345, -0.758], [1.116, -5.507, -1.996], [2.573, -5.163, -0.010], [2.558, -3.373, -0.272], [4.337, -4.194, -1.313], [1.808, -3.660, -3.032]],
  "homo_ha": -0.35716,
  "relative_energy_ev": 0.560,
  "spin_multiplicity": 1,
  "total_charge": 0,
  "max_force_ev_per_a": 2.584,
  "e_tot_ev": -62658.787,
  "lumo_energy_ev": 0.23,
  "smiles": "OCCO.OCCO.OCCO.OCCO.OCCO.OCCO.OCCO.OCCO.OCCO.OCCO"
}